<w>
Here is C2H3N3O2 as an isolated structure from the OMol25 dataset. Energies are from ωB97M-V/def2-TZVPD.

Last column: Löwdin charge in e.
CARTESIAN COORDINATES (ANGSTROEM)
C: -0.70429 -1.04141 0.43359  -0.162
O: -0.52546 1.58897 0.21032  -0.046
N: 0.68306 0.79516 0.38207  -0.095
N: 0.47163 -0.38972 1.00633  0.113
N: 0.32749 -1.24601 -0.55740  0.170
C: 0.88970 -0.06728 -0.94549  -0.468
O: 1.51755 0.26683 -1.89148  0.159
H: -0.15402 2.48013 0.26827  0.100
H: -1.54723 -0.41517 0.16542  0.111
H: -0.95842 -1.97152 0.92838  0.118

Calculated values
E_HOMO (alpha / beta) in eV: -9.98 / -9.98
Total charge: 0

***

<x>
Here is an isolated molecule of C2H3N3O2 from the OMol25 dataset. Energies are from ωB97M-V/def2-TZVPD.

Last column: Löwdin charge in e.
CARTESIAN COORDINATES (ANGSTROEM)
N: 0.86669 -0.97491 1.27514  0.137
C: 0.41962 -0.08554 0.32355  -0.460
N: 1.12511 0.87495 -0.17121  0.125
O: 0.33234 1.41029 -1.20765  0.040
C: -0.85482 0.75581 -1.28933  -0.533
O: -1.72194 0.97512 -2.08854  0.115
N: -0.81380 -0.18577 -0.26748  0.205
H: 1.82901 -0.77750 1.52473  0.103
H: 0.27984 -1.03831 2.09901  0.101
H: -1.46206 -0.95415 -0.19822  0.168

Calculated values
E_HOMO in eV: -9.55
Total charge: 0

***

<y>
Here is C2H3N3O2 as an isolated structure from the OMol25 dataset. Energies are from ωB97M-V/def2-TZVPD.

Last column: Löwdin charge in e.
CARTESIAN COORDINATES (ANGSTROEM)
C: 0.37174 0.38463 0.36400  -0.463
C: -1.12392 0.12114 -1.12708  -0.078
H: 1.20827 0.54703 2.24840  0.301
H: -1.61916 -0.10129 -2.14719  0.150
H: 0.91181 -1.53773 0.47397  0.141
N: -0.25227 1.52081 0.41493  0.060
N: -1.12899 1.38265 -0.55958  -0.022
N: -0.01458 -0.47012 -0.58202  -0.098
O: 1.40474 -0.06775 1.21234  -0.031
O: 0.24236 -1.77937 -0.29776  0.039

Calculated values
E_HOMO in eV: -9.50
Total charge: 0

***

<z>
Here is an isolated molecule of C2H3N3O2 from the OMol25 dataset. Energies are from ωB97M-V/def2-TZVPD.

Last column: Löwdin charge in e.
CARTESIAN COORDINATES (ANGSTROEM)
C: 0.11696 0.66392 0.73500  -0.509
C: -0.62431 -0.76500 -0.64626  -0.474
H: -0.39038 2.40336 1.64702  0.180
H: 1.32764 2.09236 1.26736  0.201
H: 1.44134 -1.57211 -0.39679  0.121
N: 0.36202 1.57806 1.64703  0.132
N: -0.99603 0.24688 0.20546  0.195
N: 0.86251 -0.85508 -0.76468  0.134
O: -1.37631 -1.36705 -1.41919  0.053
O: 1.25956 0.22879 0.08611  -0.033

Calculated values
E_HOMO in eV: -10.11
Total charge: 0

***

Stability verdict: <x>, ahead by 1.604 eV

***

<w>
Here is a 2-piece molecular cluster, C4H12NO2P overall from the OMol25 dataset. Energies are from ωB97M-V/def2-TZVPD.

Last column: Löwdin charge in e.
CARTESIAN COORDINATES (ANGSTROEM)
C: 0.83522 1.32196 -1.21034  -0.087
C: -1.57649 0.83173 -0.94599  -0.053
C: -0.29966 1.35419 -0.20203  -0.300
C: 0.04035 0.91783 1.06254  -0.265
N: 1.20342 0.90362 1.84941  0.046
O: 0.41117 -1.72979 -0.64942  -0.411
O: -1.03527 -2.94491 0.99870  -0.398
P: 0.45169 -2.14788 0.99324  0.830
H: 1.15679 0.40448 -1.40193  0.017
H: 0.50097 1.69389 -2.11409  0.048
H: 1.73417 1.93551 -0.97517  0.100
H: -1.51034 1.56888 -1.80457  0.092
H: -1.33485 -0.12595 -1.38004  0.059
H: -2.56484 0.84246 -0.63833  0.048
H: 0.02111 -0.76525 -0.66352  0.005
H: -0.82365 0.53209 1.61103  0.105
H: -1.23992 -3.63269 0.37650  0.024
H: 1.01564 0.84007 2.79925  0.052
H: 1.80860 1.68729 1.49439  0.117
H: 1.20588 -3.48752 0.80038  -0.028

Calculated values
E_HOMO in eV: -8.33
Total charge: 0

***

<x>
Here is an isolated molecule of C4H12NO2P from the OMol25 dataset. Energies are from ωB97M-V/def2-TZVPD.

Last column: Löwdin charge in e.
CARTESIAN COORDINATES (ANGSTROEM)
C: 0.78206 1.54190 1.27928  -0.102
C: -0.63415 -0.83235 -1.59109  -0.064
C: 0.16514 1.09691 -0.08863  -0.262
C: 0.05435 -0.36078 -0.20245  -0.601
N: 1.42934 -1.07544 -0.21062  0.016
O: -0.66859 -2.73929 1.04610  -0.148
O: -0.46743 -0.99833 2.54771  -0.292
P: -0.84260 -1.22093 1.21517  0.488
H: 0.70239 2.62537 1.38350  0.069
H: 0.48991 1.10546 2.24634  0.066
H: 1.82183 1.32033 1.13894  0.050
H: -0.50430 0.05074 -2.35437  0.109
H: -0.01922 -1.69958 -1.97909  0.078
H: -1.59797 -1.25798 -1.46629  0.033
H: -0.79824 1.55059 -0.06822  0.092
H: 0.72618 1.57806 -1.01067  0.156
H: 1.75284 -0.99746 0.80079  0.094
H: 2.04946 -0.54983 -0.79196  0.058
H: -0.33189 -3.09282 0.17140  0.117
H: -2.14936 -0.89699 1.02875  0.043

Calculated values
E_HOMO in eV: -10.14
Total charge: 0

***

<y>
Here is an isolated molecule of C4H12NO2P from the OMol25 dataset. Energies are from ωB97M-V/def2-TZVPD.

Last column: Löwdin charge in e.
CARTESIAN COORDINATES (ANGSTROEM)
C: -2.07101 0.83204 -0.40225  -0.170
C: -1.56645 -1.52938 -0.38190  -0.110
C: 1.47021 2.48225 0.04473  -0.143
C: 1.93576 -1.96574 0.51800  -0.164
N: -1.04685 -0.15426 -0.40782  -0.406
O: 0.53903 1.50260 -0.24644  -0.389
O: 1.37960 -0.79247 -0.09837  -0.400
P: 0.25639 0.24846 0.65755  0.870
H: -2.71020 0.57380 0.41751  0.060
H: -1.55714 1.72120 0.00342  0.069
H: -2.65433 0.86782 -1.35722  0.105
H: -0.67573 -2.15178 -0.42205  0.059
H: -2.02177 -1.77382 0.53201  0.047
H: -2.38881 -1.53203 -1.14945  0.104
H: 2.43639 2.14885 0.20968  0.060
H: 1.08849 3.08495 0.87700  0.090
H: 1.43864 3.14425 -0.79787  0.086
H: 1.47065 -2.85275 0.17264  0.039
H: 1.62606 -1.87795 1.61863  0.082
H: 3.05106 -1.97603 0.21220  0.109

Calculated values
E_HOMO in eV: -8.14
Total charge: 0

***

<z>
Here is an isolated molecule of C4H12NO2P from the OMol25 dataset. Energies are from ωB97M-V/def2-TZVPD.

Last column: Löwdin charge in e.
CARTESIAN COORDINATES (ANGSTROEM)
C: 1.01478 -0.65796 1.23618  -0.128
C: 2.02917 -0.35420 -1.06963  -0.106
C: 0.80246 -0.81462 -0.23908  -0.327
C: -0.58905 0.34631 -0.67155  -0.402
N: -0.31364 1.54331 -0.03825  -0.049
O: -2.67176 -1.51681 -0.23778  -0.334
O: -3.27688 0.91974 0.16658  -0.213
P: -2.09708 -0.24274 0.15389  0.589
H: 1.11774 -1.69189 1.78391  0.127
H: 1.83030 -0.10830 1.58705  0.054
H: 0.07025 -0.27331 1.55726  -0.011
H: 2.11340 0.78004 -1.10375  0.074
H: 3.02901 -0.83733 -0.66357  0.113
H: 1.89066 -0.64218 -2.15235  0.077
H: 0.30185 -1.74844 -0.48180  0.106
H: -0.60338 0.39359 -1.76249  0.116
H: -3.06513 1.76651 -0.35087  0.106
H: -0.55527 1.54914 0.97929  0.091
H: 0.60409 1.93063 -0.15911  0.071
H: -1.63152 -0.34149 1.46605  0.046

Calculated values
E_HOMO in eV: -9.03
Total charge: 0

***

Stability verdict: <x>, ahead by 0.519 eV

***

<w>
Here is an isolated molecule of C6H6N2 from the OMol25 dataset. Energies are from ωB97M-V/def2-TZVPD.

Last column: Löwdin charge in e.
CARTESIAN COORDINATES (ANGSTROEM)
C: -3.34115 -0.23975 0.08622  0.132
C: -2.05477 0.04762 0.18926  -0.028
C: -0.65247 0.13578 -0.17734  -0.386
C: 2.02125 -0.52184 0.67447  -0.182
C: 1.61924 0.71732 -0.08624  -0.238
C: 0.29676 1.32021 -0.01835  -0.133
H: -4.41367 -0.03126 -0.00262  0.029
H: 3.19243 -0.72682 0.59205  0.132
H: 1.42131 -1.12786 1.48999  0.139
H: 2.47694 1.33149 -0.52638  0.146
H: 0.25209 1.70945 0.92241  0.069
H: 0.40924 2.46762 -0.43424  0.176
N: -0.10219 -0.94144 -0.18288  0.110
N: 1.43483 -0.82695 -0.68131  0.035

Calculated values
E_HOMO in eV: -9.60
Total charge: 0

***

<x>
Here is C6H6N2 as an isolated structure from the OMol25 dataset. Energies are from ωB97M-V/def2-TZVPD.

Last column: Löwdin charge in e.
CARTESIAN COORDINATES (ANGSTROEM)
C: 0.06872 1.95993 0.03036  -0.074
C: 1.46877 -0.14167 0.17237  -0.074
C: 1.18849 -1.65424 0.01885  -0.071
C: -0.20163 -1.76205 0.03587  -0.107
C: -0.80187 -0.50688 -0.01621  -0.278
C: -2.19381 -0.12410 0.01691  -0.139
H: -0.84975 1.93923 -0.70833  0.072
H: 1.09299 2.43841 -0.93840  0.187
H: 0.00591 2.69173 1.16677  0.166
H: 2.55579 0.13834 0.33626  0.131
H: 1.88114 -2.56310 -0.39898  0.140
H: -1.06943 -2.44868 0.18784  0.129
N: 0.27559 0.45568 0.02463  -0.199
N: -3.42091 -0.42258 0.07207  0.118

Calculated values
E_HOMO in eV: -8.44
Total charge: 0

***

Stability verdict: <x>, ahead by 1.706 eV

***

<w>
Here is an isolated molecule of C6H6N2 from the OMol25 dataset. Energies are from ωB97M-V/def2-TZVPD.

Last column: Löwdin charge in e.
CARTESIAN COORDINATES (ANGSTROEM)
C: -0.27712 1.95938 0.14409  -0.028
C: 1.99480 -0.61965 -0.00287  -0.217
C: 0.89702 -1.53356 0.07858  0.028
C: -0.20444 -0.57241 -0.03096  -0.257
C: -1.65854 -0.66246 -0.03560  -0.112
C: -2.82495 -0.54315 0.04435  0.070
H: -0.79112 2.58960 -0.69988  0.098
H: 0.56240 2.67240 0.64645  0.121
H: -1.07353 1.64366 0.97826  0.109
H: 3.07471 -0.74849 0.26127  0.121
H: 0.79312 -2.58754 0.36394  0.096
H: -3.96304 -0.24407 -0.26064  0.114
N: 0.32772 0.63805 -0.24863  -0.167
N: 1.64896 0.57703 -0.10493  0.024

Calculated values
E_HOMO in eV: -8.93
Total charge: 0

***

<x>
Here is an isolated molecule of C6H6N2 from the OMol25 dataset. Energies are from ωB97M-V/def2-TZVPD.

Last column: Löwdin charge in e.
CARTESIAN COORDINATES (ANGSTROEM)
C: -1.74088 -0.70799 0.17044  -0.064
C: -0.27229 0.67787 -0.21566  -0.311
C: 0.97687 1.36487 -0.13235  -0.006
C: 2.05759 0.47735 0.15787  -0.217
C: 0.80164 -1.47417 -0.31238  -0.081
C: -0.25937 -0.73675 -0.15966  -0.240
H: -2.71086 -1.21944 -0.20145  0.122
H: -1.77112 -0.62781 1.46118  0.183
H: -2.34070 1.31125 0.33467  0.183
H: 1.00263 2.47849 -0.25910  0.105
H: 3.11770 1.03782 0.02704  0.144
H: 0.74519 -2.53516 -0.71012  0.136
N: -1.57894 0.77191 -0.26679  0.013
N: 1.97257 -0.81822 0.10630  0.033

Calculated values
E_HOMO in eV: -8.42
Total charge: 0

***

Stability verdict: <w>, ahead by 0.182 eV

***

<w>
Here is an isolated molecule of C3HFO from the OMol25 dataset. Energies are from ωB97M-V/def2-TZVPD.

Last column: Löwdin charge in e.
CARTESIAN COORDINATES (ANGSTROEM)
C: 0.20876 -0.03886 -0.04578  0.061
C: 1.39873 0.09482 0.08009  0.046
C: 3.23750 0.12218 -0.00850  -0.416
O: 3.86455 1.09707 -0.08143  0.176
F: 3.81856 -1.04157 0.05250  0.147
H: -0.76052 -0.27245 -0.15304  -0.013

Calculated values
E_HOMO in eV: -11.25
Total charge: 0

***

<x>
Here is an isolated molecule of C3HFO from the OMol25 dataset. Energies are from ωB97M-V/def2-TZVPD.

Last column: Löwdin charge in e.
CARTESIAN COORDINATES (ANGSTROEM)
C: -1.00876 -0.17098 0.01053  -0.106
C: 0.32280 -0.26923 0.09699  0.028
C: 1.47589 0.30229 0.01558  -0.217
O: 2.61560 0.53381 -0.02594  0.170
F: -1.96004 -1.13239 -0.01377  0.044
H: -1.44549 0.73650 -0.08339  0.081

Calculated values
E_HOMO in eV: -9.74
Total charge: 0

***

Stability verdict: <x>, ahead by 0.961 eV

***

<w>
Here is a 2-piece molecular cluster, C2H6O2S overall from the OMol25 dataset. Energies are from ωB97M-V/def2-TZVPD.

Last column: Löwdin charge in e.
CARTESIAN COORDINATES (ANGSTROEM)
C: 1.48741 0.40947 -0.90826  -0.477
S: 1.61039 -0.63032 0.56438  0.668
H: 1.41947 1.45122 -0.61554  0.033
H: 0.55299 0.19495 -1.42170  0.016
H: 2.29858 0.22029 -1.60275  0.023
H: 2.44696 0.15292 1.21378  -0.161
O: -1.50772 0.75970 0.00153  0.048
C: -2.24595 -0.05736 0.47306  -0.386
O: -1.86622 -1.29835 0.81232  0.055
H: -3.30886 0.09219 0.68746  0.139
H: -0.88705 -1.29471 0.79574  0.043

Calculated values
E_HOMO in eV: -9.29
Total charge: 0

***

<x>
Here is a 2-piece molecular cluster, C2H6O2S overall from the OMol25 dataset. Energies are from ωB97M-V/def2-TZVPD.

Last column: Löwdin charge in e.
CARTESIAN COORDINATES (ANGSTROEM)
C: 0.59202 0.54579 1.45301  -0.347
C: -1.57664 -0.03905 -1.33646  -0.157
O: 1.72276 -1.18869 -0.15050  -0.460
O: -0.57736 0.49746 -1.91807  -0.107
S: 0.32377 -1.08015 0.74972  0.816
H: -0.01853 0.93006 2.15758  0.011
H: 0.59216 1.19122 0.60754  0.024
H: 1.57575 0.47168 1.77453  0.012
H: -2.35929 0.38346 -0.58898  0.107
H: -1.92962 -0.96163 -1.71896  0.049
H: 1.65497 -0.75014 -1.02940  0.054

Calculated values
E_HOMO in eV: -8.77
Total charge: 0

***

Stability verdict: <w>, ahead by 2.351 eV

***

<w>
Here is an isolated molecule of C3H5N3S from the OMol25 dataset. Energies are from ωB97M-V/def2-TZVPD.

Last column: Löwdin charge in e.
CARTESIAN COORDINATES (ANGSTROEM)
C: -1.54422 -0.37214 0.35722  -0.154
C: 0.61737 1.16757 0.31295  -0.543
C: -0.66385 -1.48292 -0.35523  -0.216
H: -1.16664 -0.27297 1.43862  0.132
H: -2.63447 -0.64828 0.45990  0.115
H: -2.39642 1.39825 0.02439  0.095
H: 1.48016 1.87896 0.33824  0.056
H: -1.13572 -2.44686 -0.62595  0.101
N: -1.52463 1.01509 -0.28959  -0.087
N: -0.47131 1.75988 0.06609  -0.061
N: 0.62860 -1.54714 -0.41649  -0.359
S: 1.56054 -0.27369 0.05970  0.921

Calculated values
E_HOMO in eV: -8.41
Total charge: 0

***

<x>
Here is a 2-piece molecular cluster, C3H5N3S overall from the OMol25 dataset. Energies are from ωB97M-V/def2-TZVPD.

Last column: Löwdin charge in e.
CARTESIAN COORDINATES (ANGSTROEM)
C: -0.59970 -0.89609 0.21695  -0.669
C: 0.64413 -0.76274 0.78256  -0.223
C: 0.49345 0.97877 -0.61823  -0.591
H: -1.90572 -1.19255 2.50459  0.028
H: 1.06972 -1.43032 1.67593  0.141
H: 2.34940 -0.15413 0.00941  0.322
H: 0.34560 1.50440 -2.55508  0.125
H: -1.50666 0.50320 -1.21759  0.155
N: 1.15323 0.62602 0.54533  0.072
N: 0.92495 1.82961 -1.53693  0.033
N: -0.66115 0.14354 -0.69362  -0.032
S: -2.30724 -1.14972 0.88667  0.639

Calculated values
E_HOMO in eV: -7.86
Total charge: 0

***

Stability verdict: <w>, ahead by 3.555 eV